Entry 1:
112
Properties=species:S:1:pos:R:3:forces:R:3:lowdin_charge:R:1 method="wB97M-V/def2-TZVPD" orbital_gap_ev="4.0613 / 4.1849" homo_ev="-6.42 / -6.35" s_squared=0.760 multiplicity=2 max_force_ev_per_a=3.50
Ir -0.18504 -0.20072 0.57236 -0.13 0.28 -0.55 1.215
N -4.90164 9.10888 1.21906 -0.16 0.28 0.03 0.166
C -4.32374 8.12688 1.09086 -0.32 0.54 0.04 -0.193
C -3.61104 6.91608 0.94226 0.52 -0.87 -0.10 -0.230
C -2.32074 6.80098 1.46326 -0.19 0.10 -0.06 -0.005
C -1.64214 5.60538 1.35296 0.03 -0.18 -0.15 -0.011
C -2.22374 4.51398 0.70756 -0.20 0.37 0.02 -0.180
C -3.49674 4.64968 0.15846 0.14 -0.10 0.01 0.000
C -4.19394 5.83298 0.28276 0.01 0.24 0.07 -0.003
C -1.52264 3.21588 0.65166 0.39 -0.49 0.19 -0.042
C -1.22054 2.62728 1.87396 -0.44 0.53 -0.28 -0.258
C -1.63404 3.11378 3.15276 -0.03 -0.28 0.09 -0.014
C -1.13614 2.24188 4.08346 0.18 0.30 -0.11 -0.076
C -0.40614 1.27638 3.36116 0.26 -0.04 0.23 -0.148
N -0.46264 1.48678 2.05706 0.15 -1.23 -0.73 -0.007
C -1.18854 2.70898 -0.61274 -0.09 0.45 0.30 -0.255
C -1.22314 3.45128 -1.81724 0.12 -0.29 0.13 -0.012
C -0.67894 2.65028 -2.79644 -0.03 -0.03 0.01 -0.068
C -0.35924 1.43828 -2.17304 -0.08 -0.19 -0.14 -0.191
N -0.66274 1.46198 -0.87764 0.96 -1.72 1.12 -0.017
H -1.86774 7.65008 1.95386 0.02 0.02 0.04 0.123
H -0.64724 5.50328 1.75926 0.09 0.00 0.06 0.128
H -3.94354 3.81208 -0.35434 -0.02 -0.10 -0.05 0.103
H -5.18984 5.92648 -0.12354 -0.06 0.02 -0.02 0.123
H -2.25114 3.97318 3.33466 -0.06 0.12 -0.01 0.113
H -1.25484 2.25958 5.15036 0.01 0.07 0.15 0.104
H 0.16676 0.47778 3.79606 -0.02 -0.23 -0.08 0.108
H -1.58264 4.45638 -1.91954 -0.05 0.19 0.01 0.114
H -0.52404 2.89408 -3.82984 0.00 -0.01 -0.19 0.102
H 0.05366 0.55218 -2.62804 0.06 -0.10 -0.02 0.107
Cl 0.92546 -3.69872 6.66976 -0.15 -0.22 0.26 0.656
C 1.13066 -2.73962 5.26176 1.20 0.45 0.13 -0.732
C 2.34496 -2.05852 5.07586 -0.90 -0.64 0.48 -0.732
Cl 3.58546 -2.18842 6.25626 0.24 -0.02 0.21 0.654
C 2.53826 -1.27102 3.95516 -0.67 0.10 -0.83 -0.602
Cl 4.00446 -0.38712 3.76466 0.04 0.23 -0.07 0.758
C 1.54066 -1.15892 2.96706 -0.82 -2.05 2.17 -0.432
O 1.65676 -0.43272 1.93026 -0.22 1.66 -1.60 -0.298
C 0.28136 -1.88942 3.13776 2.86 0.14 2.01 -0.429
O -0.58204 -1.78452 2.21966 -1.50 1.34 -2.76 -0.209
C 0.11836 -2.64652 4.32206 -0.01 0.56 -1.11 -0.613
Cl -1.37594 -3.45842 4.57386 -0.37 -0.07 -0.01 0.708
O 1.26586 -2.21462 -2.21914 0.18 -0.30 -0.12 -0.063
C 2.25256 -1.58682 -2.92964 0.42 0.50 -0.12 -0.249
C 2.60956 -1.82382 -4.25044 -0.22 -0.18 -0.05 -0.010
C 3.70916 -1.16952 -4.77984 -0.01 0.06 0.09 -0.064
C 4.44136 -0.28112 -4.01184 0.08 0.07 -0.01 -0.069
C 4.01616 0.03318 -2.73304 -0.04 -0.01 0.01 -0.075
C 2.90036 -0.58932 -2.19694 -1.06 -0.33 -0.08 -0.249
P 2.23886 -0.25222 -0.51044 0.18 0.42 0.60 1.136
C 3.59596 -1.15302 0.31736 -0.33 -0.19 0.23 -0.339
C 4.83286 -0.56122 0.53616 -0.11 0.08 -0.17 -0.111
C 5.85036 -1.28712 1.12916 0.09 -0.08 -0.09 -0.103
C 5.63946 -2.60142 1.51256 0.06 0.03 -0.01 -0.090
C 4.40986 -3.19922 1.28316 0.08 -0.09 0.00 -0.067
C 3.39516 -2.47982 0.67916 -0.09 0.04 -0.03 -0.086
C 2.61016 1.51908 -0.33504 -0.21 0.05 0.00 -0.353
C 2.47086 2.37008 -1.43054 0.07 -0.11 0.00 -0.114
C 2.54686 3.74078 -1.26754 -0.04 0.11 -0.06 -0.071
C 2.73846 4.28128 -0.00724 -0.02 0.02 0.00 -0.077
C 2.87386 3.44298 1.08736 0.01 0.16 0.02 -0.063
C 2.81296 2.07228 0.92656 0.09 -0.15 0.09 -0.088
C 0.45016 -3.16512 -2.76334 -0.72 -0.34 -0.27 -0.256
C 0.87006 -4.18502 -3.60824 0.22 0.04 0.10 -0.017
C -0.07054 -5.02392 -4.17784 0.03 0.08 0.07 -0.058
C -1.41754 -4.86822 -3.89384 -0.08 0.00 0.04 -0.065
C -1.81984 -3.93752 -2.95314 -0.06 0.04 0.05 -0.059
C -0.88694 -3.09352 -2.36574 1.24 0.56 0.18 -0.248
P -1.27444 -2.03062 -0.91804 -2.01 0.96 -0.35 1.097
C -2.61924 -1.01172 -1.53964 1.24 -0.98 1.45 -0.340
C -2.64164 -0.57042 -2.84164 -0.63 1.03 -1.09 -0.137
C -3.36084 0.55938 -3.21924 0.91 -1.10 -0.35 -0.091
C -3.98274 1.34878 -2.23294 -0.23 0.07 0.99 -0.106
C -3.99784 0.97578 -0.93304 -0.05 0.10 -0.43 -0.043
C -3.43144 -0.32842 -0.48064 -0.67 -0.09 -0.64 -0.337
C -2.04024 -3.34212 0.10096 0.62 0.15 0.44 -0.341
C -3.40184 -3.61022 0.15276 0.00 0.27 -0.15 -0.088
C -3.88424 -4.59832 0.99516 -0.09 -0.10 0.06 -0.070
C -3.01214 -5.33642 1.77766 0.05 0.01 -0.04 -0.079
C -1.64734 -5.10752 1.69046 0.04 -0.20 -0.07 -0.098
C -1.16524 -4.12042 0.85306 -0.05 0.02 -0.05 -0.101
H 2.04216 -2.49552 -4.87524 0.03 -0.03 0.04 0.106
H 3.99386 -1.36592 -5.80204 0.03 -0.03 -0.09 0.109
H 5.32816 0.18318 -4.41304 0.07 0.09 -0.06 0.107
H 4.54656 0.76728 -2.14554 0.06 0.07 0.00 0.111
H 4.99236 0.46978 0.25666 0.07 0.10 0.03 0.104
H 6.80916 -0.81972 1.30316 0.05 0.04 0.03 0.107
H 6.42986 -3.15592 1.99776 0.03 -0.04 0.02 0.106
H 4.24656 -4.22522 1.58376 -0.05 -0.02 0.00 0.109
H 2.43036 -2.93602 0.50126 -0.11 -0.07 0.06 0.104
H 2.30226 1.96308 -2.41664 -0.01 0.04 -0.04 0.098
H 2.44176 4.38938 -2.12594 -0.03 0.02 -0.05 0.108
H 2.77636 5.35318 0.11996 0.02 0.10 0.01 0.103
H 3.01236 3.86178 2.07366 0.05 -0.01 0.08 0.108
H 2.91296 1.42148 1.77866 -0.04 -0.08 0.14 0.072
H 1.92096 -4.33162 -3.80064 0.06 0.02 -0.07 0.122
H 0.25506 -5.80162 -4.85044 0.04 -0.09 -0.07 0.110
H -2.14644 -5.49642 -4.37994 -0.11 -0.08 -0.01 0.107
H -2.85974 -3.85132 -2.67464 -0.07 -0.04 0.06 0.115
H -2.03974 -1.09692 -3.57234 -0.04 0.01 -0.12 0.105
H -3.35064 0.89558 -4.24264 -0.03 -0.06 -0.16 0.097
H -4.43224 2.28858 -2.51784 -0.09 0.10 -0.03 0.106
H -4.46814 1.57968 -0.17384 -0.08 0.14 0.15 0.101
H -4.28074 -0.98612 -0.20404 0.17 0.15 0.14 0.149
H -4.09264 -3.06062 -0.47074 -0.04 0.10 -0.03 0.098
H -4.94774 -4.79072 1.04386 -0.03 0.01 -0.03 0.106
H -3.39254 -6.09082 2.45236 -0.01 -0.03 0.01 0.108
H -0.96234 -5.69222 2.28766 0.04 0.01 0.03 0.107
H -0.10254 -3.93272 0.78236 0.10 0.01 0.14 0.105
S -3.31674 -0.24692 3.42456 -0.13 -0.07 -0.34 0.889
C -3.00914 -0.22702 1.90606 -0.26 -0.10 0.84 -0.736
N -2.65054 -0.20292 0.74556 0.70 0.03 0.19 -0.018

---

Entry 2:
112
Properties=species:S:1:pos:R:3:forces:R:3:lowdin_charge:R:1 method="wB97M-V/def2-TZVPD" orbital_gap_ev=7.2722 homo_ev=-12.15 charge=+2 max_force_ev_per_a=0.30
Sn -0.13077 -0.47517 -1.95396 -0.04 -0.05 -0.23 1.150
O -0.21959 -0.66358 0.19748 0.08 -0.11 -0.06 -0.722
S 0.44515 -2.04674 0.50648 -0.01 -0.07 0.08 0.957
C 1.35674 -1.79468 1.98713 -0.11 0.03 0.09 -0.341
C 0.67305 -1.78049 3.18926 0.04 -0.03 -0.02 -0.045
C 1.33407 -1.78819 4.42534 0.04 0.00 -0.03 0.013
C 2.70356 -1.88782 4.41312 -0.04 -0.02 0.03 -0.124
C 3.69295 -2.00670 5.54306 0.01 0.01 0.01 -0.083
C 5.07587 -2.15186 4.85338 -0.01 0.01 0.00 -0.082
C 4.78632 -1.99962 3.38116 0.01 -0.01 -0.01 -0.139
C 5.59794 -1.97654 2.28605 -0.02 0.03 -0.03 0.016
C 5.01484 -1.71961 1.02417 0.03 0.08 0.02 -0.037
C 3.65941 -1.55872 0.81184 0.06 -0.09 -0.04 -0.289
P 3.03647 -0.97587 -0.82058 0.04 0.23 0.18 1.027
C 4.51493 -0.90154 -1.87388 -0.04 -0.09 -0.08 -0.406
C 4.64432 -1.86871 -2.86727 0.05 -0.02 0.01 -0.096
C 5.74757 -1.86362 -3.71186 -0.03 -0.02 0.02 -0.067
C 6.71808 -0.88513 -3.57131 0.02 0.03 0.02 -0.061
C 6.59197 0.08950 -2.58628 0.02 -0.03 -0.03 -0.060
C 5.49650 0.08275 -1.74083 -0.04 0.02 0.01 -0.097
C 2.75811 0.81711 -0.49920 0.06 0.02 -0.08 -0.402
C 2.75390 1.42790 0.75181 -0.03 -0.07 0.04 -0.067
C 2.54494 2.79651 0.86832 -0.02 0.01 0.00 -0.057
C 2.34536 3.57557 -0.26150 0.00 0.00 0.00 -0.075
C 2.34002 2.97980 -1.51533 0.01 0.00 -0.01 -0.074
C 2.53549 1.61172 -1.63104 0.03 -0.01 0.01 -0.161
C 2.78519 -1.75004 1.92848 -0.06 0.05 -0.03 -0.165
C 3.39510 -1.87598 3.18783 0.02 0.00 0.01 -0.085
C -0.82663 -3.19938 1.02532 -0.11 0.08 -0.01 -0.308
C -0.25093 -4.29669 1.63511 0.00 -0.01 -0.01 -0.072
C -0.99055 -5.32702 2.22845 0.02 0.01 0.02 0.015
C -2.34879 -5.19232 2.24644 -0.01 0.01 -0.01 -0.134
C -3.40475 -6.05082 2.88922 0.01 0.01 0.02 -0.083
C -4.74296 -5.36346 2.53005 0.00 -0.01 -0.01 -0.083
C -4.35121 -4.16435 1.70937 0.00 -0.02 0.00 -0.133
C -5.11995 -3.20401 1.12331 0.00 0.01 -0.01 0.013
C -4.46603 -2.25850 0.31725 -0.02 -0.01 -0.01 -0.091
C -3.09489 -2.19837 0.12088 0.04 -0.03 0.03 -0.280
P -2.69262 -1.08536 -1.25967 0.03 0.07 0.01 1.008
C -3.47706 -1.74464 -2.75357 -0.04 -0.02 0.00 -0.359
C -3.16508 -1.09482 -3.95110 0.00 0.02 0.00 -0.138
C -3.68952 -1.53379 -5.15482 0.00 -0.02 0.00 -0.057
C -4.51470 -2.65043 -5.17751 0.01 0.01 -0.01 -0.051
C -4.80784 -3.31887 -3.99897 0.00 0.00 0.00 -0.050
C -4.29423 -2.87104 -2.78950 0.00 -0.01 -0.01 -0.062
C -3.55124 0.44786 -0.79262 -0.02 0.00 0.00 -0.367
C -3.47382 0.86527 0.53812 -0.01 0.01 0.02 -0.098
C -4.07232 2.05097 0.93125 0.01 0.01 0.00 -0.074
C -4.73267 2.84130 -0.00134 -0.01 0.01 0.00 -0.061
C -4.80250 2.43476 -1.32535 0.00 -0.02 0.00 -0.057
C -4.21727 1.23908 -1.72324 0.00 0.01 0.00 -0.074
C -2.24732 -3.10274 0.85606 -0.01 0.00 0.01 -0.096
C -2.94571 -4.10560 1.57332 0.00 0.00 0.00 -0.068
H -0.40943 -1.81878 3.17519 0.00 0.00 0.01 0.124
H 0.76601 -1.77142 5.34559 0.00 0.00 0.00 0.125
H 3.45549 -2.85582 6.18436 0.01 0.00 0.00 0.128
H 3.64959 -1.11761 6.17437 0.00 0.00 0.00 0.130
H 5.52455 -3.12473 5.05731 0.00 0.00 0.00 0.128
H 5.78494 -1.39967 5.19833 0.00 0.00 0.00 0.127
H 6.67085 -2.09471 2.36226 0.00 0.00 0.00 0.126
H 5.68550 -1.60575 0.18315 0.00 -0.01 0.00 0.101
H 3.88191 -2.63066 -2.97992 -0.01 0.00 -0.01 0.100
H 5.84314 -2.61898 -4.48019 0.00 0.00 0.00 0.111
H 7.57558 -0.87588 -4.23096 0.00 0.00 0.00 0.113
H 7.35023 0.85412 -2.48178 0.00 0.00 0.01 0.113
H 5.40036 0.84563 -0.97689 0.00 0.00 -0.01 0.116
H 2.94029 0.84815 1.64605 0.01 -0.04 0.01 0.105
H 2.56323 3.25811 1.84757 0.00 0.00 0.00 0.113
H 2.20812 4.64379 -0.16941 -0.02 0.02 -0.01 0.096
H 2.19892 3.58401 -2.40328 0.00 0.00 0.00 0.115
H 2.58156 1.16095 -2.61910 0.00 0.01 -0.01 0.101
H 0.82995 -4.34957 1.70322 0.01 0.00 -0.01 0.124
H -0.48181 -6.16045 2.69321 0.00 0.00 0.00 0.130
H -3.25021 -6.10115 3.96765 0.00 -0.01 0.00 0.130
H -3.35431 -7.07450 2.51750 0.00 0.00 -0.01 0.131
H -5.30224 -5.06338 3.41654 0.00 0.01 0.00 0.130
H -5.39666 -6.02003 1.95480 0.00 0.00 0.01 0.131
H -6.19719 -3.18228 1.21928 0.00 0.00 0.00 0.130
H -5.08998 -1.55074 -0.21708 0.00 0.00 0.00 0.120
H -2.51454 -0.22401 -3.94874 0.00 -0.01 0.00 0.067
H -3.44894 -1.01519 -6.07303 0.00 0.00 0.00 0.115
H -4.91970 -3.00415 -6.11590 0.00 0.00 0.00 0.117
H -5.43955 -4.19670 -4.01756 0.00 0.00 0.00 0.116
H -4.52589 -3.41299 -1.88331 0.00 0.00 0.00 0.100
H -2.96898 0.24827 1.27229 0.00 0.01 -0.01 0.112
H -4.03614 2.35157 1.97073 0.00 0.00 0.00 0.114
H -5.20627 3.76383 0.30784 0.00 0.00 0.00 0.116
H -5.33422 3.03647 -2.05076 0.00 0.00 0.00 0.116
H -4.30889 0.91905 -2.75344 0.00 0.00 0.00 0.102
C -1.48266 3.58567 -3.03787 0.00 -0.03 -0.02 -0.009
C -1.07833 2.27081 -2.99399 -0.02 -0.04 -0.01 -0.146
N -0.78061 1.66420 -1.83754 0.08 0.06 0.21 -0.126
C -0.82458 2.35833 -0.69280 -0.10 0.03 -0.04 -0.081
C -1.19028 3.69559 -0.65201 -0.04 -0.02 0.01 -0.179
C -1.55469 4.29915 -1.85263 0.04 0.05 0.00 0.016
C -1.26069 4.37814 0.65599 0.02 0.02 -0.03 -0.025
C -0.78509 5.57135 1.01880 -0.02 0.00 -0.01 -0.010
C 0.02841 6.54231 0.26231 -0.02 -0.04 0.02 -0.276
C 0.54798 7.64582 0.92544 -0.01 0.01 -0.02 0.007
C 1.34364 8.51161 0.19087 0.00 0.01 0.01 -0.099
N 1.60536 8.31255 -1.09602 -0.01 0.00 0.01 0.099
C 1.05391 7.23447 -1.64009 0.01 -0.02 -0.01 -0.187
N 0.28500 6.33697 -1.03568 0.04 0.01 0.02 0.123
H -1.74293 4.03880 -3.98361 0.00 0.01 0.00 0.124
H -0.99910 1.67312 -3.89615 0.02 0.00 0.00 0.107
H -0.55786 1.82130 0.21031 0.02 -0.01 -0.01 0.125
H -1.88303 5.32715 -1.85427 -0.02 -0.01 0.00 0.126
H -1.77367 3.80829 1.42445 0.02 -0.02 0.01 0.108
H -0.97633 5.86931 2.04381 0.02 0.00 0.01 0.115
H 0.34334 7.82403 1.97189 0.00 0.00 0.00 0.117
H 1.78402 9.39036 0.64749 0.00 0.00 0.00 0.119
H 1.25604 7.06855 -2.69295 0.00 0.00 0.00 0.115

---

Calculated DFT total energy, -5741.70396; -3809.57857 Eh (same order as the records).